ORCA calculation (ωB97M-V/def2-TZVPD) on a cluster of 2 separate species, C4H11NO in total at a distorted geometry.

Values from the calculation:
- Relative energy (zero: lowest compared OMol25 entry of this formula, charge and spin): 50.3 kcal per mole
- HOMO-LUMO gap: 9.69 eV
- Structure (SMILES): C/C=C/CN.O
- Strongest force on any atom: 1.21 eV/A
- Molar mass: 89.14 Da
- 2S+1: 1

Last columns: bonded neighbours and bond lengths (Å).
Geometry (Å):
1 C 0.088 1.340 0.128  C5 1.338, H7 1.086, C12 1.492
2 H -0.367 0.718 -1.876  C12 1.093
3 C -0.456 0.435 2.394  C5 1.501, H10 1.088, H11 1.095, H14 1.086
4 H 1.133 1.695 -1.676  C12 1.094
5 C -0.684 0.585 0.918  C1 1.338, C3 1.501, H13 1.081
6 H 1.199 -0.547 -2.377  N17 1.018
7 H 0.453 2.295 0.495  C1 1.086
8 H -1.575 -2.831 -0.642  O15 0.959
9 H 2.243 -0.266 -1.265  N17 1.020
10 H -1.330 -0.022 2.855  C3 1.088
11 H 0.377 -0.263 2.528  C3 1.095
12 C 0.501 0.915 -1.241  C1 1.492, H2 1.093, H4 1.094, N17 1.500
13 H -1.501 -0.021 0.555  C5 1.081
14 H -0.110 1.282 2.979  C3 1.086
15 O -0.953 -2.754 -1.369  H8 0.959, H16 0.968
16 H -0.253 -2.175 -1.035  O15 0.968
17 N 1.236 -0.386 -1.372  H6 1.018, H9 1.020, C12 1.500